Formula: C35H38FN3O3SiZr
Source: OMol25
Level of theory: the ωB97M-V functional and the def2-TZVPD basis

## Properties
energy: -59383.8783 eV
highest occupied orbital energy: -11.9 eV

ORCA input file:
```
! wB97M-V def2-TZVPD RIJCOSX def2/J DEFGRID3
* xyz 2 1
C 0.8552 -1.0312 -2.4287
C 2.2017 -0.7332 -2.7683
C 3.0488 -1.4461 -1.8443
H 2.5360 -0.1253 -3.6175
C 2.2350 -2.2063 -0.9572
C 0.8856 -1.9957 -1.3853
H 0.0191 -2.5543 -1.0178
H -0.0342 -0.6415 -2.9455
H 4.1451 -1.4577 -1.8795
H 2.5858 -2.9220 -0.2015
Zr 2.0986 0.4391 -0.6055
C 2.9941 0.0257 1.6563
H 2.0486 -0.4708 1.8618
H 3.1811 0.7237 2.4969
H 3.7695 -0.7379 1.5517
Si 4.7482 1.1904 -0.6988
C 5.5863 2.7437 -1.2647
C 5.9450 2.8416 -2.6146
H 5.6162 2.0988 -3.3243
C 6.7854 3.8572 -3.0709
H 7.0697 3.9234 -4.1244
C 7.2724 4.7972 -2.1587
H 7.9437 5.5787 -2.5080
C 6.9108 4.7228 -0.8137
H 7.3020 5.4734 -0.1195
C 6.0796 3.7054 -0.3735
H 5.8650 3.6356 0.6780
C 6.3209 0.1341 -0.3039
C 7.6308 0.4746 -0.6969
H 7.7972 1.2976 -1.4130
C 8.7518 -0.2470 -0.2894
H 9.7527 0.0757 -0.5770
C 8.5833 -1.4376 0.4172
H 9.4470 -2.0679 0.6620
C 7.2953 -1.8589 0.7248
H 7.1363 -2.8300 1.1939
C 6.1895 -1.1035 0.3582
H 5.2086 -1.5550 0.5378
H 3.7329 0.8898 -1.8378
H 3.2286 0.9824 0.6372
F -3.6044 -3.7793 -0.3166
C -3.5900 -2.4965 0.2115
C -2.3669 -1.8897 0.3605
C -2.2707 -0.5234 0.7337
C -1.0598 0.2486 0.5632
O 0.0775 -0.2765 0.2925
C -1.1247 1.6676 0.7542
C -2.2865 2.2046 1.2532
N -3.4212 1.4697 1.5116
C -4.5030 2.0418 2.2083
C -4.3091 3.2240 3.1050
C -5.0288 3.4142 1.8254
C -3.4754 0.1345 1.0894
C -4.7094 -0.5525 1.0325
C -4.8119 -1.8675 0.5160
N -6.0861 -2.4844 0.3570
C -7.1581 -1.6754 -0.2415
C -8.5452 -2.1502 0.2224
N -8.6434 -3.5954 -0.0772
C -7.6052 -4.4064 0.5613
C -6.2501 -3.8912 0.0593
C 0.0298 2.6238 0.4856
O -0.1562 3.8018 0.7225
O 1.1561 2.1197 -0.0263
H -1.4913 -2.4845 0.1473
H -2.3892 3.2448 1.5171
H -5.2758 1.3406 2.5586
H -4.9362 3.2095 3.9940
H -3.3110 3.6675 3.1592
H -4.4521 3.9596 1.0537
H -6.1127 3.5343 1.8622
H -5.6194 -0.0430 1.3470
H -7.1299 -1.7723 -1.3637
H -7.0245 -0.6161 0.0131
H -8.6799 -2.0471 1.3144
H -9.3505 -1.6320 -0.2952
H -9.5668 -3.9403 0.2074
H -8.5125 -3.7007 -1.0909
H -7.7572 -5.4507 0.2985
H -7.7233 -4.2995 1.6423
H -6.2321 -4.0577 -1.0364
H -5.4617 -4.4635 0.5322
*
```

Löwdin atomic charge list, values in e, 4 entries: -0.151, -0.238, -0.285, 0.121